1.
{
  "formula": "C9H11O3",
  "method": "ωB97M-V/def2-TZVPD",
  "lumo_energy_ev": 3.470,
  "charge": -1,
  "e_tot_ha": -575.34491,
  "multiplicity": 1,
  "homo_lumo_gap_ev": 7.3,
  "elements": ["C", "C", "C", "C", "C", "C", "C", "O", "H", "H", "H", "H", "H", "H", "H", "H", "C", "C", "O", "O", "H", "H", "H"],
  "coordinates": [[-2.45, -2.15, -2.37], [-0.60, -0.09, 1.03], [0.10, -1.01, 0.21], [-1.99, -0.05, 0.77], [-0.51, -1.61, -0.88], [-2.60, -0.59, -0.35], [-1.87, -1.43, -1.18], [-0.14, 0.53, 2.09], [1.02, 0.84, 1.90], [1.07, -1.36, 0.54], [-2.59, 0.49, 1.51], [0.02, -2.40, -1.41], [-3.68, -0.49, -0.42], [-3.47, -2.52, -2.26], [-1.81, -3.00, -2.61], [-2.38, -1.56, -3.30], [3.61, 2.48, 0.55], [2.46, 2.18, 1.51], [2.16, 0.92, 1.60], [1.95, 3.11, 2.12], [3.36, 3.30, -0.12], [3.89, 1.62, -0.06], [4.47, 2.80, 1.14]],
  "nbo_charge": [-0.612, 0.356, -0.304, -0.289, -0.213, -0.210, -0.117, -0.744, 0.494, 0.212, 0.198, 0.185, 0.188, 0.198, 0.198, 0.196, -0.722, 0.788, -0.750, -0.682, 0.212, 0.207, 0.210]
}



2.
{
  "formula": "C23H16Cl5IN4O5SSm",
  "method": "ωB97M-V/def2-TZVPD",
  "lumo_energy_ev": [1.992, 1.989],
  "charge": -1,
  "e_tot_ha": -5136.43254,
  "multiplicity": 6,
  "homo_lumo_gap_ev": [7.7, 7.7],
  "elements": ["Sm", "C", "C", "N", "C", "C", "C", "O", "C", "C", "N", "C", "C", "C", "C", "C", "C", "I", "C", "O", "H", "H", "H", "H", "H", "H", "H", "H", "H", "H", "H", "H", "Cl", "C", "C", "Cl", "C", "Cl", "C", "O", "C", "Cl", "C", "Cl", "N", "C", "C", "O", "O", "H", "H", "H", "H", "S", "C", "N"],
  "coordinates": [[0.30, 0.91, -0.22], [-0.59, -0.63, -4.33], [-1.83, -0.02, -3.73], [-2.80, 0.38, -4.52], [-3.89, 0.96, -3.98], [-4.05, 1.16, -2.64], [-5.26, 1.88, -2.12], [-4.94, 3.04, -1.37], [-3.02, 0.72, -1.77], [-3.17, 0.91, -0.33], [-2.19, 0.82, 0.48], [-2.36, 0.99, 1.87], [-3.04, 2.06, 2.43], [-3.05, 2.24, 3.81], [-2.38, 1.34, 4.63], [-1.71, 0.25, 4.08], [-1.71, 0.08, 2.70], [-0.78, -1.56, 1.82], [-1.89, 0.12, -2.31], [-0.89, -0.34, -1.59], [-0.70, -0.66, -5.41], [-0.41, -1.63, -3.94], [0.29, -0.04, -4.07], [-4.65, 1.31, -4.68], [-5.86, 1.24, -1.46], [-5.90, 2.13, -2.98], [-4.22, 3.52, -1.82], [-4.16, 1.13, 0.06], [-3.53, 2.78, 1.77], [-3.57, 3.08, 4.24], [-2.36, 1.49, 5.70], [-1.18, -0.45, 4.71], [7.33, -1.14, -1.67], [5.80, -0.33, -1.54], [4.63, -1.06, -1.36], [4.68, -2.79, -1.25], [3.42, -0.40, -1.26], [1.93, -1.28, -1.05], [3.30, 1.00, -1.35], [2.15, 1.59, -1.27], [4.50, 1.71, -1.53], [4.38, 3.43, -1.61], [5.72, 1.06, -1.62], [7.17, 1.99, -1.84], [0.28, 2.85, 1.69], [1.65, 2.80, 2.23], [2.11, 1.35, 2.40], [2.90, 1.07, 3.28], [1.58, 0.53, 1.54], [0.08, 3.74, 1.25], [-0.38, 2.73, 2.45], [1.79, 3.31, 3.18], [2.32, 3.25, 1.49], [-2.19, 4.60, -2.72], [-1.26, 3.58, -1.82], [-0.62, 2.85, -1.16]],
  "mulliken_spin": [5.037, 0.000, -0.003, 0.000, 0.000, 0.000, 0.000, 0.000, 0.000, 0.003, -0.006, -0.005, -0.001, 0.000, 0.000, 0.002, 0.000, -0.003, -0.006, 0.000, 0.000, 0.000, 0.000, 0.000, 0.000, 0.000, 0.000, 0.000, 0.000, 0.000, 0.000, 0.000, 0.000, 0.000, 0.001, 0.000, 0.001, 0.001, -0.001, -0.003, -0.001, 0.000, 0.000, 0.000, -0.002, 0.001, 0.000, 0.000, -0.005, 0.000, 0.000, 0.000, 0.000, 0.002, 0.005, -0.015]
}



3.
{
  "formula": "C30H37IrN2OPS5",
  "method": "ωB97M-V/def2-TZVPD",
  "lumo_energy_ev": [-5.442, -8.149],
  "charge": 2,
  "e_tot_ha": -3786.15761,
  "multiplicity": 6,
  "homo_lumo_gap_ev": [7.0, 5.2],
  "elements": ["Ir", "C", "C", "N", "N", "C", "S", "S", "C", "C", "C", "C", "C", "C", "C", "C", "C", "C", "C", "C", "C", "O", "H", "H", "H", "H", "H", "H", "H", "H", "H", "H", "H", "H", "H", "H", "C", "C", "S", "C", "C", "S", "C", "C", "S", "H", "H", "H", "H", "H", "H", "H", "H", "H", "H", "H", "H", "C", "P", "C", "C", "C", "C", "C", "C", "C", "H", "H", "H", "H", "H", "H", "H", "H", "H", "H", "H"],
  "coordinates": [[0.47, -0.40, 1.18], [1.87, 3.39, -1.52], [1.86, 2.05, -0.84], [0.80, 1.58, -0.28], [-0.32, 2.37, -0.45], [-1.26, 2.21, 0.41], [-1.20, 1.12, 1.79], [-2.75, 3.08, 0.36], [-2.68, 3.92, -1.26], [-3.02, 3.00, -2.40], [-2.05, 2.62, -3.32], [-2.38, 1.78, -4.38], [-3.68, 1.31, -4.52], [-4.65, 1.69, -3.60], [-4.33, 2.53, -2.55], [3.11, 1.27, -0.88], [4.32, 1.93, -1.03], [5.51, 1.24, -1.27], [5.51, -0.16, -1.44], [4.35, -0.85, -1.30], [3.12, -0.19, -0.92], [2.13, -0.89, -0.62], [0.90, 3.60, -1.96], [2.64, 3.44, -2.29], [2.06, 4.18, -0.78], [-1.70, 4.37, -1.36], [-3.41, 4.71, -1.15], [-1.04, 3.00, -3.22], [-1.62, 1.50, -5.10], [-3.94, 0.66, -5.34], [-5.67, 1.35, -3.72], [-5.09, 2.84, -1.85], [4.35, 3.01, -0.97], [6.43, 1.79, -1.36], [6.44, -0.67, -1.68], [4.31, -1.93, -1.41], [2.54, 0.10, 4.09], [1.11, 0.38, 4.53], [-0.19, -0.69, 3.88], [0.16, -2.36, 4.48], [1.30, -3.11, 3.80], [1.19, -3.03, 1.99], [2.94, -2.87, 1.57], [3.68, -1.67, 2.17], [2.79, -0.08, 2.28], [2.93, -0.79, 4.57], [3.17, 0.93, 4.40], [0.79, 1.37, 4.20], [1.06, 0.37, 5.62], [-0.79, -2.88, 4.32], [0.32, -2.32, 5.55], [1.26, -4.16, 4.09], [2.26, -2.72, 4.10], [2.94, -2.82, 0.48], [3.45, -3.78, 1.86], [4.56, -1.47, 1.56], [4.05, -1.88, 3.17], [-0.45, -3.18, -1.05], [-0.87, -1.46, -0.63], [-0.72, -0.59, -2.20], [-2.61, -1.47, -0.19], [-3.03, -2.29, 0.86], [-4.35, -2.27, 1.27], [-5.26, -1.43, 0.64], [-4.85, -0.61, -0.40], [-3.53, -0.63, -0.82], [-0.66, -3.85, -0.21], [0.61, -3.24, -1.30], [-1.04, -3.49, -1.91], [-1.39, -1.05, -2.94], [0.31, -0.67, -2.55], [-0.99, 0.46, -2.09], [-2.32, -2.94, 1.36], [-4.68, -2.92, 2.07], [-6.30, -1.42, 0.96], [-5.56, 0.04, -0.89], [-3.23, 0.02, -1.63]],
  "mulliken_spin": [2.240, 0.007, 0.000, 0.225, 0.033, 0.029, 0.594, 0.053, 0.008, -0.001, 0.001, 0.000, 0.001, 0.000, 0.002, 0.136, -0.060, 0.264, -0.028, 0.185, 0.093, 0.305, -0.002, 0.003, 0.000, 0.000, 0.000, 0.000, 0.000, 0.000, 0.000, 0.000, 0.007, 0.002, 0.004, 0.003, -0.003, 0.009, 0.192, 0.000, 0.006, 0.162, 0.005, 0.012, 0.131, 0.003, -0.001, -0.010, 0.007, -0.002, 0.009, 0.007, -0.003, 0.003, 0.002, -0.009, 0.000, 0.009, 0.354, -0.012, 0.041, -0.030, -0.012, 0.006, -0.007, 0.012, 0.000, 0.000, 0.006, 0.004, 0.005, 0.001, -0.003, 0.000, 0.000, 0.001, 0.000]
}



4.
{
  "formula": "C11H28ClErINO2P2",
  "method": "ωB97M-V/def2-TZVPD",
  "lumo_energy_ev": [-9.673, -9.672],
  "charge": 2,
  "e_tot_ha": -3096.26194,
  "multiplicity": 4,
  "homo_lumo_gap_ev": [4.4, 4.5],
  "elements": ["C", "C", "H", "H", "H", "O", "I", "Er", "P", "C", "C", "H", "H", "H", "H", "H", "H", "C", "H", "H", "H", "P", "C", "C", "H", "H", "H", "C", "H", "H", "H", "H", "H", "H", "Cl", "C", "N", "C", "C", "O", "H", "H", "H", "H", "H", "H", "H"],
  "coordinates": [[4.03, 2.65, -3.63], [3.13, 1.76, -4.33], [4.84, 3.14, -4.27], [4.52, 2.01, -2.82], [3.36, 3.46, -3.17], [2.73, 1.12, -5.20], [-0.20, -1.33, -2.18], [0.96, 0.55, -0.83], [-1.52, 2.54, -0.51], [-3.05, 1.76, -1.17], [-2.20, 3.54, 0.88], [-2.64, 4.47, 0.53], [-2.04, 4.72, -1.53], [-1.34, 3.79, 1.52], [-0.30, 4.34, -1.42], [-3.31, 0.94, -0.47], [-2.94, 2.97, 1.45], [-1.29, 3.94, -1.67], [-3.87, 2.50, -1.22], [-1.32, 3.57, -2.70], [-2.84, 1.37, -2.18], [2.33, -1.64, 0.77], [1.50, -3.22, 0.32], [4.00, -1.88, 0.10], [2.91, -0.93, 2.96], [3.64, -2.52, 2.63], [1.89, -2.43, 3.04], [2.73, -1.93, 2.53], [4.47, -0.90, 0.20], [4.55, -2.63, 0.70], [2.07, -4.08, 0.72], [1.46, -3.27, -0.78], [3.91, -2.20, -0.95], [0.49, -3.16, 0.74], [1.64, 1.89, 1.17], [-3.21, -2.56, 0.45], [-2.49, -1.99, 1.66], [-3.04, -2.37, 3.00], [-1.51, -1.05, 1.70], [-0.94, -0.54, 0.69], [-4.04, -3.20, 0.79], [-2.57, -3.25, -0.13], [-3.73, -1.78, -0.15], [-2.30, -2.96, 3.57], [-3.36, -1.47, 3.56], [-3.92, -3.00, 2.94], [-1.19, -0.74, 2.73]],
  "nbo_charge": [-0.825, 0.931, 0.386, 0.339, 0.340, -0.172, -0.396, 1.470, 0.817, -0.927, -0.914, 0.248, 0.252, 0.254, 0.226, 0.240, 0.249, -0.936, 0.247, 0.230, 0.241, 0.814, -0.931, -0.938, 0.257, 0.250, 0.250, -0.918, 0.231, 0.254, 0.248, 0.244, 0.235, 0.239, -0.610, -0.426, -0.401, -0.426, 0.552, -0.740, 0.233, 0.226, 0.226, 0.219, 0.220, 0.234, 0.161]
}



5.
{
  "formula": "C6H12O",
  "method": "ωB97M-V/def2-TZVPD",
  "lumo_energy_ev": [0.702, 0.702],
  "charge": 0,
  "e_tot_ha": -310.89255,
  "multiplicity": 1,
  "homo_lumo_gap_ev": [7.0, 7.0],
  "elements": ["C", "C", "O", "C", "C", "C", "C", "H", "H", "H", "H", "H", "H", "H", "H", "H", "H", "H", "H"],
  "coordinates": [[2.61, 0.13, 0.28], [1.19, -0.08, -0.22], [0.31, -0.51, 1.00], [0.53, 1.07, -0.78], [-0.94, 0.83, -1.06], [-1.38, 0.29, 0.24], [-2.19, -0.97, 0.36], [3.29, 0.33, -0.56], [2.99, -0.75, 0.81], [2.64, 0.99, 0.96], [1.13, -0.98, -0.86], [0.36, -1.47, 1.15], [0.77, 2.03, -0.31], [-1.15, 0.13, -1.88], [-1.44, 1.78, -1.27], [-1.46, 1.01, 1.05], [-1.82, -1.74, -0.31], [-3.21, -0.72, 0.05], [-2.23, -1.36, 1.38]],
  "nbo_charge": [-0.617, 0.036, -0.726, -0.481, -0.515, 0.208, -0.678, 0.222, 0.201, 0.214, 0.160, 0.466, 0.182, 0.199, 0.244, 0.207, 0.222, 0.233, 0.223]
}